1.
Formula: C6H7N
Source: the OMol25 dataset
Level of theory: wB97M-V/def2-TZVPD

Structure (XYZ):
```
14
Properties=species:S:1:pos:R:3:forces:R:3:mulliken_charge:R:1
C 1.915423 -1.168521 -0.291460 1.88 1.29 1.22 -0.83
C 1.339017 0.178303 -0.499470 -1.60 2.31 -1.65 0.60
C 0.646939 1.362332 -0.051770 1.24 -1.02 -1.98 -1.09
C 0.910030 1.073633 -1.466993 0.52 -1.67 5.11 0.05
H 2.519733 -1.307038 -1.210187 0.22 -0.51 0.96 0.29
H 1.103264 -1.852235 -0.320948 -0.77 -0.72 0.13 0.28
H 2.473420 -1.251320 0.759561 -1.04 0.09 -2.54 0.25
H 0.712746 1.371179 -2.447724 -0.04 0.33 -1.31 0.36
C -2.382735 0.845794 -0.028607 3.21 1.29 -1.98 -0.69
C -1.786558 -0.469564 -0.087418 -1.30 1.61 1.23 0.35
N -1.392571 -1.528166 -0.048233 1.04 -2.29 -0.24 -0.44
H -1.500493 1.563006 0.103423 -0.84 -0.90 -0.01 0.26
H -2.979711 1.080744 0.822327 -1.25 -0.30 -0.06 0.33
H -2.590590 1.008400 -1.113894 -1.26 0.50 1.13 0.26
```
Forces are in eV/Å.

SMILES	CC1=C=C1.CC#N
energy relative to the best compared isomer or geometry (same formula, charge and spin)	501.9	kJ/mol


2.
Formula: C5H8N2
Source: the OMol25 dataset
Level of theory: wB97M-V/def2-TZVPD

Structure (XYZ):
```
15
Properties=species:S:1:pos:R:3:forces:R:3:mulliken_charge:R:1
C 0.493748 -1.077543 -1.117585 0.01 -0.01 -0.04 -1.21
C -0.000694 0.177841 -0.426789 0.05 -0.16 0.07 1.10
C -1.211775 -0.009694 0.442540 0.00 -0.10 0.21 -0.94
C -1.150308 -0.525195 1.647406 0.02 -0.09 0.24 0.42
N -1.090235 -1.099121 2.733699 -0.02 0.31 -0.53 -0.58
C 0.979964 1.246178 -0.110765 0.23 0.03 0.22 -0.57
N -0.007297 1.433698 -1.173316 -0.04 0.02 -0.26 -0.70
H 0.771029 -1.837224 -0.379017 -0.05 0.10 -0.10 0.32
H -0.291138 -1.500638 -1.754421 0.10 0.06 0.08 0.31
H 1.372342 -0.867257 -1.739962 -0.13 0.00 0.10 0.35
H -2.181069 0.283769 0.051963 0.09 -0.04 0.05 0.38
H -0.963855 -0.476057 3.531419 -0.01 -0.04 -0.05 0.27
H 2.020725 1.077760 -0.385637 -0.19 0.01 0.02 0.27
H 0.833843 1.873140 0.765312 0.00 -0.11 -0.13 0.29
H 0.424720 1.300343 -2.084848 -0.05 0.01 0.12 0.28
```
Forces are in eV/Å.

SMILES	C[C@@]1(C=C=N)CN1
energy relative to the best compared isomer or geometry (same formula, charge and spin)	229.8	kJ/mol


3.
Formula: C28H44BrNOP2Sr
Source: the OMol25 dataset
Level of theory: wB97M-V/def2-TZVPD

Structure (XYZ):
```
78
Properties=species:S:1:pos:R:3:forces:R:3:mulliken_charge:R:1
C 2.984690 -6.400692 0.619182 -0.38 -0.09 -0.53 -0.37
C 3.026362 -5.123474 0.045516 0.95 -0.88 -0.23 0.26
C 3.341757 -4.986106 -1.317438 -0.57 -0.03 -0.09 -0.46
C 3.370022 -6.142695 -2.106941 0.05 0.49 0.89 -0.36
N 3.182956 -7.345978 -1.571520 0.14 -0.61 -0.33 -0.52
C 3.033347 -7.505588 -0.262138 0.11 1.15 0.33 -0.30
C 2.528857 -3.944416 0.752813 -3.84 0.98 -1.17 -0.77
C 1.458102 -3.273028 0.656093 2.43 -3.13 -0.42 0.60
C 0.414081 -2.339687 0.577025 -0.16 1.06 -0.80 -0.39
C -0.823446 -2.503714 1.229841 -0.09 -0.31 0.93 -1.65
C -1.813985 -1.555182 1.078440 -0.01 -0.36 0.44 -0.85
C -1.609772 -0.462086 0.230586 0.96 -0.43 -0.58 -0.15
C -0.376032 -0.265649 -0.406758 -0.69 -0.71 -0.21 -0.35
C 0.672072 -1.178123 -0.194500 -1.00 -1.04 -1.01 0.79
Sr 2.579812 -1.656529 2.031641 0.67 2.74 2.10 1.80
P -2.878206 0.754524 -0.032574 0.52 -0.44 -0.05 1.14
H 3.385220 -3.990577 -1.767023 0.10 -0.38 0.08 0.41
H 2.770223 -6.534949 1.676380 0.09 -0.02 -0.19 0.38
H 3.502489 -6.073651 -3.189681 0.02 -0.12 0.36 0.37
H 2.901314 -8.520357 0.118133 0.10 0.27 -0.17 0.37
H 1.612550 -1.109672 -0.765960 -0.50 0.19 0.37 0.56
H -0.934766 -3.361071 1.914700 -0.10 0.47 -0.55 0.54
H -0.239175 0.584245 -1.076068 0.12 -0.22 0.17 0.37
H -2.750298 -1.638529 1.650574 0.56 -0.18 -0.43 0.62
C -2.227804 2.212370 0.793401 0.13 0.35 -0.15 0.34
C -2.948862 3.503357 0.422391 -0.12 0.53 -0.12 -1.20
H -1.141237 2.251568 0.612349 -0.40 0.04 -0.11 -0.45
H -2.309421 2.002625 1.867378 -0.12 -0.16 -0.12 0.44
H -2.834105 4.245529 1.226133 -0.06 -0.24 -0.31 0.42
H -2.524388 3.941842 -0.492785 -0.22 -0.16 0.24 0.30
H -4.023963 3.332201 0.266489 0.34 0.26 0.04 0.27
C -3.142613 0.776652 -1.824460 0.04 0.76 0.03 -0.43
C -3.225809 -0.624733 -2.434455 -0.07 -0.27 -0.01 -1.25
H -2.307375 1.355108 -2.248719 -0.24 -0.07 -0.01 0.32
H -4.068596 1.350031 -1.996794 0.37 -0.11 -0.09 0.65
H -3.339534 -0.546940 -3.520174 -0.04 0.05 0.22 0.42
H -2.324232 -1.218059 -2.240147 -0.20 0.20 -0.04 0.26
H -4.086451 -1.183430 -2.047349 0.14 0.11 -0.10 0.37
C -4.339170 0.155548 0.785095 -0.22 -0.20 0.24 -0.61
C -5.573868 1.012341 0.552908 -0.52 0.15 0.06 -1.29
H -4.091227 0.104429 1.852491 -0.12 -0.03 -0.10 0.38
H -4.500523 -0.870766 0.433023 -0.02 0.13 0.03 0.49
H -6.444405 0.498985 0.976193 0.16 0.19 -0.09 0.39
H -5.488517 1.989454 1.043330 -0.08 -0.26 -0.15 0.34
H -5.774512 1.160835 -0.514731 0.01 0.02 0.24 0.34
Br 1.002125 0.984352 1.487460 1.29 0.31 1.50 -0.62
P 2.447373 3.011462 -2.026218 0.47 1.27 -1.02 -0.18
C 0.624915 2.962312 -2.308417 -0.07 -0.19 0.09 0.84
C 0.119821 4.109747 -3.193930 -0.20 -0.06 -0.02 -1.45
H 0.147440 2.995220 -1.318099 -0.19 -0.14 -0.15 -0.66
H 0.409955 1.993917 -2.783446 -0.12 0.11 0.02 0.33
H -0.934084 3.946809 -3.456801 0.15 0.10 0.03 0.37
H 0.184127 5.078908 -2.682241 0.10 -0.23 -0.13 0.36
H 0.688573 4.174563 -4.130903 -0.09 -0.02 0.31 0.40
C 2.589794 3.562193 -0.277853 -0.02 -0.52 0.19 0.27
C 3.806550 4.474229 -0.107924 -0.19 0.00 0.17 -1.39
H 2.629284 2.666571 0.366804 0.05 0.64 -0.07 -0.23
H 1.663462 4.110439 -0.037108 0.26 -0.19 -0.02 0.31
H 3.839271 4.883257 0.904168 0.06 -0.02 -0.03 0.39
H 4.736850 3.930869 -0.284795 -0.01 0.07 -0.05 0.34
H 3.753138 5.309411 -0.811898 0.09 -0.12 0.08 0.37
C 2.970658 1.254584 -2.152931 -0.13 0.07 0.30 0.75
C 3.510416 0.940486 -3.554966 0.04 -0.20 0.09 -1.36
H 2.096302 0.640193 -1.910669 0.20 -0.29 0.05 -0.88
H 3.744710 1.105657 -1.386248 -0.12 -0.08 -0.13 0.48
H 4.005875 -0.034578 -3.556208 -0.04 0.04 -0.09 0.39
H 2.707639 0.900647 -4.299579 0.10 0.10 0.13 0.33
H 4.240583 1.688573 -3.884809 -0.20 -0.12 0.14 0.37
C -1.271101 -1.421088 4.628085 -0.72 -0.11 -0.27 -1.06
C 0.098994 -0.869518 4.519246 1.61 -0.92 -1.10 0.90
C 0.327999 0.459267 5.118903 -0.03 0.20 0.63 -1.12
O 1.018890 -1.492786 3.921638 -1.32 0.78 0.80 -0.67
H -1.390275 -1.993581 5.560300 0.16 0.14 -0.17 0.38
H -1.527445 -2.059673 3.780954 0.21 -0.09 0.27 0.16
H -1.992345 -0.594052 4.668471 0.16 -0.21 0.08 0.35
H 1.233060 0.470864 5.726590 0.11 0.03 -0.18 0.34
H 0.413537 1.210905 4.330540 0.12 -0.10 -0.12 0.25
H -0.517653 0.723878 5.749994 0.06 0.11 0.06 0.38
```
Forces are in eV/Å.

net charge	+2


4.
Formula: C24H60O12
Source: the OMol25 dataset
Level of theory: wB97M-V/def2-TZVPD

Structure (XYZ):
```
96
Properties=species:S:1:pos:R:3:forces:R:3:mulliken_charge:R:1
C 4.149484 13.505108 -5.526423 -0.95 1.06 -0.34 -0.76
O 5.081749 12.561779 -5.175873 1.41 -0.55 0.35 -0.29
C 6.403502 13.081713 -5.006517 0.58 -2.88 0.03 -0.51
C 7.440471 11.813288 -4.878461 -0.12 0.97 -1.52 -0.48
O 7.857844 11.194102 -6.171834 0.26 -0.02 1.10 -0.34
C 8.648686 9.988893 -5.943654 -0.29 0.52 0.57 -0.75
H 4.153443 14.403480 -4.909172 0.40 0.24 0.33 0.31
H 3.137327 13.123541 -5.392103 0.13 -0.42 -0.22 0.26
H 4.291244 13.833059 -6.556208 -0.12 0.04 -0.27 0.30
H 6.434427 13.671695 -4.090516 0.18 -0.16 0.36 0.35
H 6.740394 13.755268 -5.794521 -0.15 -0.22 -0.49 0.35
H 7.105706 10.978315 -4.262949 -0.53 0.43 0.27 0.37
H 8.327536 12.265292 -4.434721 0.23 -0.15 0.15 0.30
H 9.297685 9.679055 -6.762741 -0.59 0.59 -0.65 0.29
H 8.026621 9.134612 -5.676531 -0.34 0.03 -0.08 0.30
H 9.373956 10.082739 -5.135404 -0.10 0.51 0.41 0.31
C -4.302431 30.415483 -11.026629 0.15 -1.25 -0.49 -0.78
O -3.216313 29.416074 -10.915590 -1.28 3.22 -1.30 -0.32
C -3.702699 28.234662 -10.415682 -0.12 -0.43 0.29 -0.42
C -2.547553 27.290651 -10.416846 -0.66 -0.24 1.55 -0.42
O -3.008489 26.104244 -9.760961 0.78 -0.40 -1.34 -0.32
C -2.016030 25.135062 -9.991431 0.80 -1.17 0.91 -0.78
H -3.998159 31.361943 -11.473556 0.73 -0.09 0.69 0.29
H -4.874097 30.493243 -10.101824 0.57 0.40 0.46 0.30
H -5.087412 30.111303 -11.718988 0.11 -0.74 -0.39 0.32
H -4.478465 27.774165 -11.027422 -0.46 0.21 -0.09 0.30
H -4.064608 28.440779 -9.408387 -0.27 -0.54 0.29 0.32
H -1.775675 27.703973 -9.767641 0.52 0.15 -0.43 0.29
H -2.214933 27.108692 -11.438781 0.18 -0.08 0.03 0.31
H -1.756110 24.873300 -11.017108 -0.65 0.40 -0.53 0.31
H -2.234987 24.187080 -9.500031 -0.56 0.14 0.10 0.29
H -1.053340 25.418510 -9.566016 0.17 0.45 0.26 0.32
C 10.998259 23.349908 -6.252179 -1.20 -0.55 0.70 -0.72
O 11.095526 23.220303 -4.832168 1.52 -0.32 -0.26 -0.30
C 12.378744 22.597255 -4.541608 -0.19 1.94 0.81 -0.58
C 12.710880 22.714036 -3.021378 -0.98 -0.71 -1.18 -0.56
O 12.806250 24.061481 -2.605639 0.17 -0.05 0.75 -0.30
C 13.005761 24.192363 -1.170807 -0.09 -1.06 -0.93 -0.71
H 10.060510 23.857043 -6.479178 0.07 0.20 0.15 0.25
H 10.868218 22.333558 -6.623986 0.38 -0.06 -0.63 0.30
H 11.816815 23.886832 -6.731518 0.22 -0.09 0.19 0.30
H 13.142619 23.166723 -5.071053 0.19 0.22 -0.11 0.33
H 12.451171 21.593392 -4.960075 -0.29 -0.38 0.45 0.41
H 13.601760 22.110206 -2.848691 0.58 0.29 0.09 0.41
H 11.928055 22.153609 -2.510291 -0.40 0.27 0.44 0.33
H 13.822057 23.530674 -0.881089 0.43 0.23 0.10 0.30
H 12.152831 23.806637 -0.612388 -0.40 0.17 -0.11 0.30
H 13.201623 25.224118 -0.878883 0.00 -0.11 -0.44 0.24
C 0.047851 30.432692 -5.297835 -0.04 -1.66 0.73 -0.80
O -0.568203 29.363594 -4.450873 0.51 0.67 -2.68 -0.30
C -0.998935 29.777426 -3.199331 -0.58 0.17 1.49 -0.51
C -2.125335 28.869614 -2.498780 2.09 -0.87 -2.45 -0.50
O -1.559459 27.573682 -2.115351 -0.50 1.41 1.06 -0.41
C -0.766418 26.832982 -3.050005 -1.00 -0.16 0.91 -0.56
H 0.846358 30.959751 -4.775629 -0.53 0.47 0.56 0.34
H -0.697128 31.053258 -5.795842 -0.10 0.21 0.54 0.29
H 0.635310 29.978322 -6.095674 -0.45 -0.70 -0.01 0.27
H -1.304358 30.823050 -3.238000 -0.48 0.15 0.07 0.49
H -0.106696 29.761738 -2.573428 -0.05 -0.03 0.70 0.31
H -2.938454 28.630947 -3.184324 0.05 0.22 -0.57 0.31
H -2.635985 29.423687 -1.711173 0.76 -0.43 0.66 0.34
H -1.204027 26.946336 -4.041847 0.65 -0.07 -0.19 0.28
H -0.864296 25.806332 -2.697156 -0.34 -0.19 -0.25 0.23
H 0.303394 26.998809 -2.923047 0.02 0.77 -0.58 0.21
C 8.125853 24.914606 -14.722502 -1.29 1.10 -0.10 -0.56
O 8.481029 23.647176 -15.138684 0.56 -1.24 0.22 -0.41
C 7.475616 22.645642 -14.971797 -0.33 0.74 -1.34 -0.56
C 6.194670 22.839215 -15.877853 0.37 0.96 0.81 -0.48
O 5.333083 23.757743 -15.156927 0.52 -0.94 -0.24 -0.27
C 4.127849 24.108515 -15.782844 -0.39 0.40 0.32 -0.78
H 7.444693 24.903024 -13.871634 -0.21 -0.17 0.11 0.27
H 7.595937 25.361149 -15.563861 -0.19 0.64 0.15 0.20
H 8.933031 25.581543 -14.419572 0.58 -0.54 -0.34 0.27
H 7.124444 22.643736 -13.939912 0.02 -0.23 0.14 0.35
H 8.030543 21.747476 -15.242824 -0.47 -0.24 0.15 0.33
H 5.699748 21.901796 -16.131638 -0.21 -0.31 0.58 0.45
H 6.416310 23.261413 -16.858023 0.49 0.30 -0.05 0.35
H 3.510516 23.263956 -16.088965 0.20 -0.31 -0.20 0.30
H 4.253149 24.810190 -16.607498 0.26 -0.15 -0.38 0.30
H 3.532059 24.651872 -15.049430 0.09 -0.02 0.18 0.25
C 1.352903 20.146907 -6.730973 -0.14 0.83 0.11 -0.64
O 2.019715 19.925280 -7.958713 0.53 -0.08 -0.67 -0.37
C 3.440021 20.276440 -8.020930 -1.46 -0.60 1.49 -0.37
C 3.726119 21.734569 -8.241527 -0.45 0.32 -1.58 -0.58
O 3.348196 22.657108 -7.266693 -0.51 -0.23 0.61 -0.29
C 4.268667 22.896432 -6.236217 0.67 0.29 -0.21 -0.71
H 0.268035 20.084412 -6.816170 -0.03 -0.09 -0.88 0.28
H 1.536235 21.176536 -6.423807 0.18 -0.10 0.52 0.26
H 1.538152 19.415510 -5.944306 0.82 -0.06 0.07 0.26
H 3.874128 19.684820 -8.826921 -0.13 0.08 -0.04 0.33
H 3.857380 19.934495 -7.073837 0.41 -0.07 0.11 0.29
H 3.164125 22.045395 -9.122240 -0.30 -0.11 -0.13 0.31
H 4.750467 21.847612 -8.596519 0.56 0.05 0.48 0.41
H 4.754393 22.007222 -5.834368 -0.33 -0.33 0.15 0.30
H 3.779038 23.462473 -5.443777 -0.05 -0.17 -0.07 0.24
H 5.083122 23.497252 -6.640911 0.21 0.29 0.06 0.29
```
Forces are in eV/Å.

SMILES	COCCOC.COCCOC.COCCOC.COCCOC.COCCOC.COCCOC
energy relative to the best compared isomer or geometry (same formula, charge and spin)	710.3	kJ/mol


Number 1: DFT total energy -287.39607 Ha, frontier orbital gap 9.88 eV, maximum force 5.40 eV/A. Number 2: DFT total energy -304.74797 Ha, frontier orbital gap 9.80 eV, maximum force 0.61 eV/A. Number 3: DFT total energy -4510.20175 Ha, frontier orbital gap 4.71 eV, maximum force 4.13 eV/A. Number 4: DFT total energy -1852.90306 Ha, frontier orbital gap 9.92 eV, maximum force 3.70 eV/A.